P) Formula: C5H14N2O
Source: the OMol25 dataset
Level of theory: ωB97M-V/def2-TZVPD

HOMO level (spin up / spin down), Eh: -0.2615 / -0.4593
Spin multiplicity: 2
Net charge: +1

```
22
C5H14N2O ωB97M-V/def2-TZVPD
C -0.085 -1.704 -0.295
O -0.093 -2.369 -1.587
C 0.200 -0.331 -0.740
C 0.713 0.585 0.245
C -0.334 0.983 1.272
C -0.506 0.513 2.514
N -1.402 2.059 0.866
N 1.259 -0.419 -1.949
H 0.749 -2.007 0.586
H -1.032 -1.845 0.288
H 0.057 -3.337 -1.611
H -0.663 -0.003 -1.321
H 1.007 1.469 -0.436
H 1.738 0.222 0.793
H 0.286 -0.238 2.818
H -1.368 0.759 3.100
H -2.243 1.584 0.503
H -0.961 2.736 0.221
H -1.507 2.619 1.727
H 2.032 -1.023 -1.747
H 0.661 -0.874 -2.840
H 1.493 0.622 -2.406
```

Q) Formula: C5H14N2O
Source: the OMol25 dataset
Level of theory: ωB97M-V/def2-TZVPD

HOMO level (spin up / spin down), Eh: -0.5096 / -0.5083
Spin multiplicity: 2
Net charge: +1

```
22
C5H14N2O ωB97M-V/def2-TZVPD
C 1.261 -0.751 0.436
C -0.276 -0.934 0.420
C -0.973 -0.129 -0.640
C -2.164 0.413 -0.461
N 1.645 0.378 1.304
C 1.715 1.695 0.712
N 0.529 2.474 0.928
H 1.546 -0.481 -0.568
H 1.837 -1.582 0.843
H -0.466 -2.004 0.303
H -0.717 -0.669 1.385
H -0.454 -0.051 -1.592
H -2.756 0.838 -1.264
H -2.703 0.470 0.482
H 1.257 0.313 2.243
H 1.922 1.621 -0.353
H 2.523 2.270 1.163
H 0.587 3.110 1.722
H -0.383 2.038 1.017
H -0.588 -3.134 -2.557
H -1.808 -2.543 -3.002
O -1.534 -3.342 -2.520
```

It is Q) that is the most stable of them.

P) Formula: C2H7INO
Source: the OMol25 dataset
Level of theory: ωB97M-V/def2-TZVPD

HOMO level, Eh: -0.5176
SMILES: [NH3+]C[C@@H](O)I
Net charge: +1

```
12
C2H7INO ωB97M-V/def2-TZVPD
N 0.387 0.999 0.682
C 0.246 0.233 -0.657
C -0.794 -0.884 -0.422
O -0.563 -1.742 0.623
I -2.814 0.205 -0.085
H 0.548 0.310 1.410
H 1.250 1.556 0.674
H -0.558 1.474 0.882
H 1.235 -0.149 -0.860
H 0.143 0.947 -1.489
H -0.771 -1.410 -1.411
H -1.450 -1.934 0.981
```

Q) Formula: C2H7INO
Source: the OMol25 dataset
Level of theory: ωB97M-V/def2-TZVPD

HOMO level, Eh: -0.5028
Net charge: +1

```
12
C2H7INO ωB97M-V/def2-TZVPD
C -0.771 0.160 -0.583
C 0.273 -0.290 -1.407
N -0.813 0.137 0.714
O 0.194 -0.420 -2.711
I 1.198 0.554 3.258
H 0.155 0.896 -1.215
H -1.686 0.438 -1.090
H 1.259 -0.557 -0.966
H -1.774 0.453 1.166
H -0.083 -0.316 1.312
H 1.064 -0.223 4.586
H 0.984 -0.832 -3.065
```

R) Formula: C2H7INO
Source: the OMol25 dataset
Level of theory: ωB97M-V/def2-TZVPD

HOMO level, Eh: -0.5347
Net charge: +1

```
12
C2H7INO ωB97M-V/def2-TZVPD
C 0.271 -1.171 0.726
C -0.374 0.195 0.561
N 0.241 1.312 0.870
O -0.105 0.026 -1.711
I -2.452 0.104 0.195
H 1.348 -1.154 0.325
H 0.310 -1.628 1.683
H -0.202 -1.803 0.072
H -0.624 0.447 -2.309
H -0.395 2.122 0.590
H 1.165 1.418 1.072
H 0.817 0.132 -2.074
```

It is P) that is the most stable of them.

P) Formula: C30H48LuN7O2STe2
Source: the OMol25 dataset
Level of theory: ωB97M-V/def2-TZVPD

HOMO level (spin up / spin down), Eh: -0.0539 / -0.0539
Spin multiplicity: 2
Net charge: -1

```
91
C30H48LuN7O2STe2 ωB97M-V/def2-TZVPD
Lu 0.586 1.636 2.551
N -1.590 0.625 2.718
C -2.685 1.557 2.473
C -2.413 2.829 3.296
N -0.984 2.899 3.729
C -0.670 4.243 4.293
C 0.829 4.311 4.728
N 1.682 3.566 3.781
H -1.622 -0.128 2.027
H -1.674 0.182 3.653
H -3.705 1.161 2.739
H -2.794 1.802 1.452
H -3.088 2.864 4.154
H -2.658 3.693 2.624
H -0.957 2.193 4.510
H -1.336 4.477 5.144
H -0.808 5.048 3.516
H 0.907 3.902 5.779
H 1.137 5.391 4.649
H 2.641 3.362 4.151
H 1.902 4.175 2.969
Te 0.229 0.230 5.920
C 0.221 -3.884 4.877
C 0.868 -3.079 3.741
S 1.320 -1.327 4.266
O 0.929 -0.502 3.021
C 3.154 -1.216 4.187
C 3.920 -1.602 2.944
H -0.595 -4.455 4.431
H -0.151 -3.276 5.734
H 0.971 -4.617 5.126
H 0.224 -2.911 2.829
H 1.749 -3.628 3.405
H 3.368 -1.971 4.999
H 3.282 -0.191 4.473
H 3.654 -2.646 2.726
H 5.019 -1.479 3.159
H 3.783 -0.926 2.087
C -0.294 3.864 -0.921
C -0.223 2.390 -0.562
O -0.651 1.643 -1.651
N 0.233 1.993 0.531
Te -0.986 -0.335 -1.528
C 0.379 -2.143 -1.966
C -0.123 -3.312 -2.533
C -1.593 -3.575 -2.796
C 0.795 -4.318 -2.865
C 2.187 -4.114 -2.746
C 3.096 -5.287 -3.221
C 2.677 -2.922 -2.252
C 1.745 -1.892 -1.962
C 2.241 -0.568 -1.439
C -2.198 -0.093 -3.296
C -1.639 0.445 -4.456
C -0.182 0.626 -4.727
C -2.506 0.673 -5.577
C -3.823 0.457 -5.528
C -4.617 0.583 -6.825
C -4.346 0.083 -4.295
C -3.570 -0.114 -3.149
C -4.282 -0.465 -1.871
H -0.908 4.118 -1.846
H 0.711 4.337 -0.888
H -0.793 4.308 -0.052
H -2.293 -3.093 -2.088
H -1.715 -4.638 -2.716
H -1.889 -3.211 -3.757
H 0.389 -5.263 -3.251
H 3.057 -6.100 -2.507
H 4.176 -5.080 -3.487
H 2.603 -5.732 -4.095
H 3.733 -2.762 -2.207
H 3.273 -0.632 -1.103
H 1.573 -0.302 -0.587
H 2.214 0.177 -2.233
H -0.097 0.839 -5.774
H 0.374 -0.243 -4.410
H 0.224 1.499 -4.181
H -2.084 0.938 -6.534
H -5.678 0.366 -6.700
H -4.273 -0.210 -7.531
H -4.404 1.600 -7.247
H -5.428 0.098 -4.240
H -5.369 -0.229 -2.055
H -3.986 0.213 -1.059
H -4.134 -1.570 -1.620
N 2.906 1.878 1.818
C 3.689 2.629 1.339
N 4.447 3.376 0.660
C 5.783 3.317 0.690
N 6.934 3.444 0.438
```

Q) Formula: C30H48LuN7O2STe2
Source: the OMol25 dataset
Level of theory: ωB97M-V/def2-TZVPD

HOMO level (spin up / spin down), Eh: -0.1652 / -0.1545
Spin multiplicity: 2
Net charge: -1

```
91
C30H48LuN7O2STe2 ωB97M-V/def2-TZVPD
Lu 0.417 1.574 1.707
N -2.127 2.146 1.095
C -2.689 2.509 2.401
C -2.394 1.442 3.458
N -1.240 0.590 3.174
C -1.532 -0.796 2.827
C -0.194 -1.489 2.550
N 0.935 -0.581 2.207
H -2.664 1.356 0.754
H -2.170 2.885 0.395
H -2.252 3.483 2.690
H -3.774 2.657 2.347
H -2.158 1.978 4.414
H -3.266 0.840 3.599
H -0.700 0.537 4.084
H -1.999 -1.401 3.662
H -2.147 -0.881 1.910
H 0.095 -1.992 3.478
H -0.359 -2.112 1.711
H 1.493 -0.487 3.096
H 1.481 -0.947 1.445
Te 1.057 0.109 5.319
C -1.550 6.658 3.039
C -0.180 6.498 3.569
S 0.110 4.787 4.311
O -0.701 4.768 5.540
C 1.831 4.870 4.907
C 2.862 5.486 3.928
H -1.706 7.679 2.703
H -2.328 6.369 3.745
H -1.773 6.107 2.085
H -0.083 7.196 4.414
H 0.603 6.568 2.813
H 2.144 3.838 5.085
H 1.803 5.417 5.870
H 2.612 5.295 2.859
H 3.853 5.003 4.137
H 2.912 6.582 4.046
C 1.644 2.187 -2.021
C 0.969 1.905 -0.676
O 0.522 2.933 0.003
N 0.925 0.737 -0.179
Te 0.917 -1.307 -2.301
C 1.618 -3.159 -3.370
C 2.514 -4.012 -2.622
C 3.119 -3.594 -1.300
C 2.751 -5.287 -3.091
C 2.116 -5.736 -4.283
C 2.366 -7.176 -4.632
C 1.361 -4.843 -5.017
C 1.117 -3.542 -4.615
C 0.178 -2.702 -5.401
C -1.271 -1.628 -2.362
C -2.087 -0.652 -2.938
C -1.541 0.512 -3.722
C -3.434 -0.708 -2.690
C -3.982 -1.586 -1.782
C -5.424 -1.478 -1.472
C -3.190 -2.610 -1.277
C -1.836 -2.689 -1.619
C -0.965 -3.766 -1.075
H 2.713 2.547 -1.920
H 1.130 2.937 -2.608
H 1.637 1.300 -2.684
H 2.963 -2.520 -1.033
H 4.167 -3.813 -1.413
H 2.837 -4.287 -0.465
H 3.385 -5.968 -2.484
H 3.432 -7.412 -4.483
H 2.057 -7.448 -5.661
H 1.838 -7.863 -3.981
H 1.015 -5.143 -6.016
H 0.112 -3.071 -6.487
H 0.430 -1.607 -5.418
H -0.883 -2.737 -5.020
H -0.950 0.231 -4.656
H -0.952 1.199 -3.091
H -2.408 1.113 -4.139
H -4.153 -0.054 -3.251
H -5.630 -0.488 -1.070
H -5.695 -2.299 -0.767
H -5.995 -1.588 -2.410
H -3.685 -3.356 -0.565
H -1.608 -4.465 -0.566
H -0.167 -3.470 -0.386
H -0.443 -4.334 -1.860
N 2.456 2.242 2.514
C 3.582 1.903 2.347
N 4.812 1.603 2.253
C 5.376 0.638 1.515
N 6.013 -0.128 0.873
```

It is Q) that is the most stable of them.

P) Formula: C10H18N3O
Source: the OMol25 dataset
Level of theory: ωB97M-V/def2-TZVPD

HOMO level, Eh: -0.4113
Net charge: +1

```
32
C10H18N3O ωB97M-V/def2-TZVPD
C 3.202 1.778 0.140
C 0.338 1.444 2.501
C 1.547 1.410 1.854
C -0.737 1.637 1.590
C 1.735 1.515 0.516
C -0.612 1.824 0.225
C 0.728 1.805 -0.285
O -2.059 1.576 2.154
H 0.408 1.430 3.648
H 2.411 1.249 2.400
H -1.827 1.855 3.081
H -1.507 1.768 -0.397
H 3.766 1.319 0.950
H 3.306 2.871 -0.103
H 0.834 2.008 -1.288
H 3.524 1.607 -0.791
C -1.873 -1.309 -1.582
C -3.094 -0.751 -0.779
C 0.320 -2.438 -1.408
N -0.631 -1.656 -0.767
N 1.064 -3.303 -0.588
N 0.586 -2.294 -2.692
H -2.220 -2.196 -2.174
H -1.664 -0.403 -2.193
H -4.132 -0.855 -1.166
H -3.141 0.385 -0.538
H -0.945 -2.076 0.236
H 1.878 -3.682 -1.086
H 1.321 -2.937 0.300
H -0.090 -1.719 -3.212
H 1.216 -2.636 -3.307
H -3.125 -1.317 0.112
```

Q) Formula: C10H18N3O
Source: the OMol25 dataset
Level of theory: ωB97M-V/def2-TZVPD

HOMO level, Eh: -0.4273
Net charge: +1

```
32
C10H18N3O ωB97M-V/def2-TZVPD
C 1.832 3.776 -0.954
C -1.795 1.583 -0.924
C -0.969 1.473 -2.021
C -1.464 2.347 0.195
C 0.194 2.227 -2.017
C -0.270 3.029 0.227
C 0.543 3.002 -0.901
O -3.029 0.921 -0.824
H -3.331 0.829 -1.733
H -1.259 0.881 -2.878
H -2.254 2.379 0.929
H 0.920 2.311 -2.812
H 0.065 3.666 1.031
H 2.646 3.044 -0.991
H 2.006 4.422 -0.103
H 2.046 4.351 -1.860
C 1.251 -3.211 1.463
C 1.059 -4.521 0.697
C -0.413 -1.464 1.014
N 0.033 -2.473 1.766
N -1.704 -1.385 0.750
N 0.431 -0.526 0.546
H 1.785 -3.422 2.391
H 1.895 -2.533 0.906
H 0.896 -4.387 -0.370
H 0.227 -5.053 1.155
H -0.541 -2.789 2.531
H -2.362 -2.004 1.182
H -2.145 -0.628 0.231
H 1.318 -0.479 1.024
H 0.389 -0.302 -0.430
H 2.000 -5.065 0.781
```

R) Formula: C10H18N3O
Source: the OMol25 dataset
Level of theory: ωB97M-V/def2-TZVPD

HOMO level, Eh: -0.4378
Net charge: +1

```
32
C10H18N3O ωB97M-V/def2-TZVPD
C 0.128 1.870 0.843
C -0.366 0.891 1.931
C 1.340 1.897 -0.009
C -1.100 0.833 0.905
C 2.718 -0.001 0.399
C -3.121 1.278 -0.589
C -2.756 -0.998 0.375
C 3.296 1.582 -1.213
C 0.877 -3.210 0.191
C -2.084 0.265 -0.155
N 2.236 1.037 -0.401
N 1.012 -1.762 0.144
N 2.264 -1.141 0.594
O -1.215 -0.079 -1.225
H -0.156 2.922 0.955
H -0.009 0.602 2.949
H 1.446 2.939 -0.356
H -4.007 1.204 0.080
H -3.473 1.054 -1.553
H -2.696 2.257 -0.511
H -2.153 -1.817 0.709
H -3.338 -1.470 -0.463
H -3.551 -0.932 1.075
H 3.668 0.719 -1.796
H 2.866 2.423 -1.762
H 4.205 1.729 -0.547
H 1.047 -3.557 1.233
H -0.035 -3.500 -0.170
H 1.686 -3.676 -0.369
H 0.501 -1.363 -0.628
H 2.683 -1.778 1.285
H -1.913 -0.220 -1.922
```

It is Q) that is the most stable of them.

P) Formula: H4NO2PS
Source: the OMol25 dataset
Level of theory: ωB97M-V/def2-TZVPD

HOMO level (spin up / spin down), Eh: -0.3512 / -0.3513

```
9
H4NO2PS ωB97M-V/def2-TZVPD
N -0.022 1.376 0.500
O 1.522 -1.398 0.165
O -0.229 -0.370 -1.458
P -0.804 0.024 0.000
S -2.731 -0.125 0.555
H 0.727 1.686 -0.134
H -0.661 2.023 0.976
H 1.592 -2.330 0.414
H 0.605 -0.885 -1.017
```

Q) Formula: H4NO2PS
Source: the OMol25 dataset
Level of theory: ωB97M-V/def2-TZVPD

HOMO level, Eh: -0.3312

```
9
H4NO2PS ωB97M-V/def2-TZVPD
N -0.238 -0.396 -0.474
O 2.473 -0.796 0.458
O -2.416 -0.680 0.636
P 1.955 0.480 -0.081
S -1.954 0.121 -0.485
H -0.208 -1.221 0.013
H 0.259 -0.310 -1.311
H 1.859 1.299 1.103
H -1.730 1.503 0.142
```

It is P) that is the most stable of them.

P) Formula: C3H10OS2
Source: the OMol25 dataset
Level of theory: ωB97M-V/def2-TZVPD

HOMO level, Eh: -0.3184
SMILES: CCSSC.O

```
16
C3H10OS2 ωB97M-V/def2-TZVPD
C 1.883 0.153 0.191
C 0.456 0.772 0.174
S 0.084 1.594 -1.383
S -1.812 2.322 -1.080
C -2.893 0.814 -1.060
H 2.045 -0.831 -0.281
H 2.142 0.077 1.260
H 2.557 0.885 -0.284
H -0.417 0.110 0.331
H 0.435 1.549 0.963
H -2.598 0.125 -1.868
H -3.981 0.984 -1.122
H -2.667 0.337 -0.091
O 1.399 -2.962 1.770
H 2.296 -3.313 1.569
H 1.070 -2.616 0.910
```

Q) Formula: C3H10OS2
Source: the OMol25 dataset
Level of theory: ωB97M-V/def2-TZVPD

HOMO level, Eh: -0.3301

```
16
C3H10OS2 ωB97M-V/def2-TZVPD
C 0.415 0.440 2.038
C -0.805 -0.122 1.426
S -0.582 -1.518 0.435
S -0.529 2.157 -0.259
C -0.140 0.781 -1.282
H 1.009 -0.101 2.761
H 0.171 1.446 2.369
H 1.085 0.664 1.207
H -1.580 -0.361 2.160
H -1.283 0.737 0.842
H -0.446 -0.250 -0.858
H -0.712 0.887 -2.201
H 0.894 0.807 -1.555
H 1.600 -1.868 -2.533
H 0.218 -2.100 -1.934
O 0.685 -1.598 -2.616
```

It is P) that is the most stable of them.